No. 1
# C16H21BCl2N5O2SScSi

C16H21BCl2N5O2SScSi as an isolated structure at a distorted geometry (the ωB97M-V functional and the def2-TZVPD basis, OMol25).

Orbital gap (eV): 8.0742
Energy (Eh): -3440.4655
Highest occupied orbital energy (eV): -8.1
LUMO energy (eV): -0.002

Last column: Löwdin charge in e.
CARTESIAN COORDINATES (ANGSTROEM)
Sc (0.02702, 0.45892, 0.50083)  0.8549
B (2.19590, -1.41202, 1.09376)  -0.3868
N (2.81572, -0.32040, 0.17068)  -0.0671
C (4.07591, -0.15999, -0.23078)  -0.0584
C (4.12258, 0.89097, -1.13356)  -0.0533
C (2.81165, 1.34315, -1.20394)  -0.1700
N (2.02373, 0.60875, -0.41299)  -0.0578
N (1.23302, -2.20722, 0.17276)  -0.0826
C (1.27971, -3.47102, -0.24948)  -0.0634
C (0.22049, -3.68090, -1.12022)  -0.0470
C (-0.43646, -2.45594, -1.16686)  -0.1266
N (0.18305, -1.57097, -0.38326)  -0.0720
H (3.05457, -2.12408, 1.51241)  0.0873
H (1.51030, -0.86528, 1.94840)  0.0785
H (4.85799, -0.80734, 0.12900)  0.1284
H (4.98351, 1.28202, -1.64625)  0.0987
H (2.41070, 2.15676, -1.78510)  0.1014
H (2.04550, -4.14530, 0.09533)  0.1260
H (-0.03089, -4.58885, -1.63919)  0.0951
H (-1.31936, -2.17514, -1.71908)  0.1122
C (-5.85633, -0.14004, 1.96485)  -0.1817
Si (-5.41343, -0.69426, 0.22032)  0.5326
C (-6.94506, -0.53851, -0.88193)  -0.1890
C (-4.83311, -2.49121, 0.17666)  -0.1847
C (-4.09356, 0.45595, -0.52350)  -0.2410
C (-4.36490, 1.33406, -1.55440)  -0.0678
C (-3.35582, 2.10861, -2.13410)  -0.0627
C (-2.07580, 1.94977, -1.67556)  -0.1574
N (-1.76332, 1.13072, -0.65796)  -0.0997
C (-2.75819, 0.42933, -0.04456)  -0.7377
S (-2.27149, -0.42708, 1.37025)  0.6734
H (-6.67589, -0.74085, 2.36607)  0.0314
H (-6.16493, 0.90698, 1.98608)  0.0324
H (-4.99657, -0.25199, 2.62583)  0.0068
H (-7.60808, -1.38761, -0.70273)  0.0280
H (-6.70456, -0.53134, -1.94716)  0.0265
H (-7.51452, 0.36721, -0.65990)  0.0315
H (-5.66995, -3.16901, -0.00802)  0.0268
H (-4.37490, -2.76361, 1.12587)  0.0175
H (-4.08611, -2.65784, -0.60181)  0.0228
H (-5.37755, 1.41853, -1.93379)  0.0996
H (-3.56048, 2.80423, -2.93506)  0.1047
H (-1.25265, 2.49241, -2.12669)  0.1000
Cl (0.35147, 3.38120, 0.14707)  0.6839
C (1.38652, 3.58738, 1.58438)  -0.9174
Cl (3.08882, 3.75178, 1.13865)  0.6532
C (1.23123, 2.35942, 2.54897)  -0.6961
O (1.81166, 2.42056, 3.59955)  0.1005
O (0.45827, 1.43332, 2.10007)  -0.2048
H (1.09695, 4.50378, 2.08348)  0.0711


No. 2
# C6H10N2

C6H10N2 as an isolated structure at a distorted geometry (the ωB97M-V functional and the def2-TZVPD basis, OMol25).

Orbital gap (eV): 8.8022
Energy (Eh): -343.8894
ΔE to the lowest compared entry with this formula, charge and spin (kJ/mol): 649.24
Highest occupied orbital energy (eV): -7.9
LUMO energy (eV): 0.929

Last column: Löwdin charge in e.
CARTESIAN COORDINATES (ANGSTROEM)
C (1.06106, 2.30642, -1.47825)  -0.1343
C (-0.24791, 0.51895, -0.50021)  -0.2328
C (-1.53977, -0.75889, 1.18652)  -0.1440
C (-2.73891, -0.70284, 0.47664)  -0.0019
C (0.63695, -1.34519, 1.05913)  -0.2536
C (1.95534, -1.60125, 0.63570)  -0.0235
H (1.53847, 2.28778, -2.51223)  0.0608
H (2.12371, 2.70184, -1.00411)  0.1214
H (0.26646, 2.99623, -1.62739)  0.0372
H (-1.34190, 0.84811, -0.60497)  0.1202
H (-1.27344, -0.96165, 2.29558)  0.1088
H (-3.81170, -1.03944, 0.59875)  0.0616
H (-2.38085, -0.41731, -0.71024)  0.1055
H (0.38633, -1.80963, 2.24118)  0.1672
H (2.60928, -2.29336, 1.14245)  0.0076
H (2.13151, -1.09358, -0.63030)  0.1448
N (0.87770, 0.88611, -0.96564)  -0.0106
N (-0.25233, -0.52231, 0.39738)  -0.1344


No. 3
# C4H12N3P

A 2-piece molecular cluster, C4H12N3P overall at a distorted geometry (the ωB97M-V functional and the def2-TZVPD basis, OMol25).

Orbital gap (spin up / spin down) (eV): 4.9326 / 5.4115
Energy (Eh): -664.4096
ΔE to the lowest compared entry with this formula, charge and spin (kJ/mol): 383.50
Highest occupied orbital energy (spin up / spin down) (eV): -16.9 / -17.1
LUMO energy (spin up / spin down) (eV): -11.933 / -11.717
Total charge: +2

Last column: Löwdin charge in e.
CARTESIAN COORDINATES (ANGSTROEM)
C (-0.77859, 1.47664, -1.07894)  -0.3221
C (-0.09480, -0.27241, 0.58695)  -0.0877
C (-1.88327, 1.65781, -2.00503)  0.0119
C (0.44376, -2.20185, 1.84281)  -0.1387
N (0.10819, 2.44631, -0.91945)  0.2543
N (-0.94700, 0.28661, -0.42255)  0.0644
N (-0.40810, -1.45205, 1.05099)  -0.0781
P (3.13147, -0.57942, 1.02975)  1.1764
H (-2.22737, 2.71239, -2.29808)  0.1516
H (-2.79791, 1.11104, -1.57057)  0.1378
H (-1.67962, 1.21324, -2.88539)  0.0697
H (-0.18586, -2.73269, 2.56682)  0.1174
H (1.24098, -1.54330, 2.43664)  0.0971
H (0.96242, -2.96730, 1.27621)  0.0879
H (-0.13029, 3.42406, -1.28778)  0.2020
H (0.90831, 2.36848, -0.34620)  0.1108
H (-1.80303, -0.32182, -0.73660)  0.1977
H (-1.24255, -1.97479, 0.67154)  0.1928
H (2.85393, -1.84090, 0.75400)  -0.1721
H (4.52931, -0.81005, 1.33490)  -0.0732


No. 4
# C8H10NOP

One molecule with the formula C8H10NOP at a distorted geometry (the ωB97M-V functional and the def2-TZVPD basis, OMol25).

Orbital gap (spin up / spin down) (eV): 5.4393 / 5.4385
Energy (Eh): -782.0704
ΔE to the lowest compared entry with this formula, charge and spin (kJ/mol): 242.15
Highest occupied orbital energy (spin up / spin down) (eV): -7.2 / -7.2
LUMO energy (spin up / spin down) (eV): -1.796 / -1.796

Last column: Löwdin charge in e.
CARTESIAN COORDINATES (ANGSTROEM)
C (2.93236, 0.80394, -0.81372)  -0.0904
C (2.35608, 2.03140, -0.29082)  0.0094
C (2.30909, -0.35452, -0.99314)  -0.0741
C (1.01709, 1.90088, 0.01341)  -0.0481
C (0.97735, -0.51216, -0.49863)  -0.2094
C (0.24644, 0.75902, -0.10707)  -0.2708
C (0.56440, -1.71572, -0.12652)  0.1507
C (-3.22036, -1.01995, 0.34491)  -0.2458
N (-1.01873, 0.80178, 0.24494)  -0.0442
O (-3.62981, 1.62045, -0.05476)  -0.5180
P (-2.75162, 0.58772, -0.62998)  0.6804
H (3.85885, 0.74642, -1.34967)  0.0974
H (2.78816, 2.99113, -0.00158)  0.1158
H (2.82748, -1.06385, -1.65260)  0.1326
H (0.53853, 2.64782, 0.56584)  0.0964
H (1.30573, -2.45634, -0.39193)  0.0857
H (-0.35195, -1.94791, 0.23080)  0.0245
H (-2.84676, -0.86267, 1.30382)  -0.0012
H (-4.12105, -1.35126, -0.01646)  -0.0102
H (-2.42967, -1.64662, -0.08382)  -0.0163
H (-1.24683, 1.74255, 0.76836)  0.1356


No. 5
# C2H2NO2P

C2H2NO2P as an isolated structure at a distorted geometry (the ωB97M-V functional and the def2-TZVPD basis, OMol25).

Orbital gap (eV): 8.5127
Energy (Eh): -623.8339
ΔE to the lowest compared entry with this formula, charge and spin (kJ/mol): 457.70
Highest occupied orbital energy (eV): -9.4
LUMO energy (eV): -0.867

Last column: Löwdin charge in e.
CARTESIAN COORDINATES (ANGSTROEM)
C (-0.37311, -0.85964, 0.12709)  -0.2636
C (-0.58960, 0.43674, 0.21223)  -0.2501
N (3.12087, 0.61358, -0.25994)  -0.3362
O (0.91855, -1.21584, -0.08056)  -0.2837
O (-1.53456, 1.31582, 0.15775)  0.0798
P (1.68400, 0.30970, -0.11796)  0.8151
H (-0.96238, -1.63847, 0.37829)  0.0965
H (-2.26376, 1.03812, -0.41690)  0.1421